The following is a quantum chemistry calculation of a 2-piece molecular cluster, C3H11N3O overall, from OMol25.

Geometry (Å):
H: -1.8219 -0.2213 1.0696
N: 0.1145 -0.0546 1.4265
C: 1.6085 1.6495 -0.4231
H: -3.0545 0.8594 0.9139
H: 0.2792 0.9281 1.6250
H: -0.1031 -2.4244 0.7672
H: 1.6569 -0.2096 -1.3761
O: -2.2232 0.3068 -0.7860
C: 0.4746 -1.9280 -0.0051
H: 1.9359 1.9535 0.5732
C: 0.6675 -0.4874 0.3706
N: -2.6790 -0.0123 0.5407
H: 0.6621 2.1532 -0.6529
H: -2.7375 -0.2731 -1.3619
H: 2.3612 1.9661 -1.1414
H: 1.4382 -2.4215 -0.1125
N: 1.4818 0.2116 -0.4777
H: -0.0613 -1.9962 -0.9501

Atomic forces in eV per Å
-0.2 0.2 -0.2
-0.2 0.2 0.7
-0.2 0.0 0.1
0.1 -0.1 -0.2
0.1 0.1 -0.2
0.0 0.0 0.0
0.0 0.0 0.1
0.1 0.0 0.0
0.0 0.0 0.0
0.0 0.1 -0.1
0.3 -0.2 -0.4
-0.2 -0.2 0.0
0.1 0.0 0.0
0.0 0.1 0.3
0.0 0.0 0.0
0.1 -0.1 0.0
0.1 0.0 -0.3
0.0 0.0 -0.1

The SMILES is [H]/N=C(/C)NC.NO. The relative energy (zero: lowest compared OMol25 entry of this formula, charge and spin) is 55.4 kcal per mole. The molecular weight is 105.14 g mol⁻¹. The value obtained for the LUMO energy is 0.866 eV.